1.
{"formula": "C38H51Cl3CoN2O3PSi", "method": "ωB97M-V/def2-TZVPD", "e_tot_ev": -141720.674, "multiplicity": 5, "homo_lumo_gap_ev": [9.256, 6.491], "relative_energy_kcal_mol": 0.0, "e_homo_ev": [-8.7215, -8.7218], "species": ["Co", "Cl", "Cl", "Cl", "P", "Si", "O", "O", "O", "N", "N", "C", "C", "C", "C", "C", "C", "C", "C", "C", "C", "C", "C", "C", "C", "C", "C", "C", "C", "C", "C", "C", "C", "C", "C", "C", "C", "C", "C", "C", "C", "C", "C", "C", "C", "C", "C", "C", "C", "H", "H", "H", "H", "H", "H", "H", "H", "H", "H", "H", "H", "H", "H", "H", "H", "H", "H", "H", "H", "H", "H", "H", "H", "H", "H", "H", "H", "H", "H", "H", "H", "H", "H", "H", "H", "H", "H", "H", "H", "H", "H", "H", "H", "H", "H", "H", "H", "H", "H", "H"], "xyz": [[-2.76383, -0.24228, 1.27286], [-4.30871, 0.86436, 0.16941], [-1.47224, -0.62390, -0.48662], [-2.98087, -2.23345, 2.12465], [-3.36652, 0.80706, 3.20138], [3.25684, -0.63099, -2.07985], [-0.31127, 3.36365, 0.27742], [3.24215, -1.10593, -3.66664], [-0.03735, -0.20790, 2.58143], [1.76806, -1.57251, 2.22383], [-1.68021, 2.95147, -1.53421], [3.42480, -1.70734, -6.88207], [-4.30738, 4.78073, 2.71900], [-2.53635, -0.71596, 5.34679], [-3.05529, 5.38755, 2.86110], [-5.72641, 1.22247, 4.70048], [2.87183, -1.34261, -8.21736], [4.02502, -1.96919, -1.03201], [-2.00914, 3.20972, 2.99502], [2.72614, -0.53667, 2.57560], [-4.41553, 3.38991, 2.75749], [-2.47802, 1.67051, 5.75658], [-5.83827, -0.49361, 3.00131], [5.00699, -4.17050, -4.55897], [4.27070, 0.93217, -2.06353], [-1.42386, 3.32374, -0.25671], [-1.90666, 4.60033, 2.97704], [1.18808, -1.81071, -5.75254], [-2.11720, 0.12060, 7.58143], [1.48824, -0.31672, -1.59248], [-2.21049, 1.43091, 7.10547], [3.32792, -2.28655, -4.46637], [0.44131, -1.29423, 2.22594], [-7.05157, 0.94823, 5.05425], [2.68073, -1.94184, -5.79190], [-2.99964, 3.10478, -2.11841], [-7.78072, -0.02744, 4.36811], [-5.12365, 0.51334, 3.65121], [-2.65660, 0.59651, 4.87310], [6.30474, -4.64982, -4.71830], [7.37129, -3.75167, -4.84204], [-3.27783, 2.60980, 2.97657], [-2.28410, -0.95290, 6.69458], [4.76903, -2.78709, -4.54732], [-0.63799, 2.49016, -2.42272], [2.28547, -2.92338, 2.04038], [5.82950, -1.88557, -4.67362], [-7.17011, -0.74082, 3.33315], [7.13715, -2.37111, -4.80210], [2.07064, -0.59167, -8.16181], [-1.91286, -0.06883, 8.63875], [-2.35849, 3.59648, 0.28116], [0.70151, -2.79094, -5.88191], [0.84523, -1.16423, -6.56555], [-0.92274, 5.06158, 3.03896], [-7.51812, 1.50643, 5.86518], [2.93147, -2.98241, 1.15155], [-0.67740, 3.05441, -3.36260], [3.32892, -0.85183, 3.43673], [1.44209, -3.61590, 1.92474], [3.41896, -0.35539, 1.74085], [4.14755, -4.84093, -4.46176], [0.94419, 0.17079, -2.41532], [4.42305, 1.29276, -1.03857], [4.50774, -1.81500, -6.83244], [-5.34341, -1.08611, 2.23495], [-2.23155, -1.97989, 7.05703], [-2.58828, 2.69797, 5.40824], [-8.81880, -0.23867, 4.63627], [-0.80840, 1.43607, -2.67371], [2.17006, 0.37354, 2.81246], [4.25047, -1.59288, -0.02486], [3.35644, -2.83349, -0.93832], [5.61667, -0.81025, -4.67715], [-2.09138, 2.28087, 7.78429], [-2.97868, 6.47705, 2.87192], [6.46785, -5.73007, -4.75335], [1.41259, 0.32652, -0.70437], [3.66961, -0.92426, -8.84179], [0.83015, -1.39313, -4.80131], [-0.18769, -2.13067, 1.86511], [-2.68378, -1.54573, 4.65288], [4.96282, -2.32552, -1.47824], [-1.11969, 2.58382, 3.03659], [-5.16256, 1.98277, 5.24388], [7.95541, -1.65251, -4.88327], [5.25564, 0.76360, -2.51810], [-3.28059, 2.19015, -2.65757], [-3.00483, 3.94443, -2.83353], [3.76957, 1.72348, -2.63610], [-3.72777, 3.28800, -1.32247], [0.96254, -1.25304, -1.36319], [8.38713, -4.12282, -4.97633], [-5.20365, 5.38631, 2.58883], [2.70708, -3.06631, -4.00210], [0.33938, 2.61581, -1.94894], [-7.72706, -1.49635, 2.78270], [-5.38648, 2.91131, 2.61995], [2.48334, -2.21094, -8.77113], [2.88799, -3.21962, 2.91289]]}

---

2.
{"formula": "C10H20BClO4", "method": "ωB97M-V/def2-TZVPD", "e_tot_ev": -32082.115, "homo_lumo_gap_ev": 9.399, "e_homo_ev": -9.1262, "species": ["Cl", "O", "O", "O", "O", "C", "C", "C", "C", "C", "C", "C", "C", "C", "C", "B", "H", "H", "H", "H", "H", "H", "H", "H", "H", "H", "H", "H", "H", "H", "H", "H", "H", "H", "H", "H"], "xyz": [[-3.51837, -0.75816, -2.31255], [-3.09952, 1.18517, -4.00913], [1.28398, -1.43220, 2.07799], [-0.28149, -2.34203, 0.84864], [1.23192, 0.54297, -1.95490], [2.00092, -1.31032, 3.30742], [-1.01720, 3.20110, -1.29456], [3.26203, -2.14845, 3.31147], [-3.37094, 1.93607, -1.75444], [0.31763, -0.49447, -1.62095], [0.31454, -3.59338, 2.77459], [0.38937, -2.40897, 1.83884], [-3.31211, 0.93629, -2.84940], [0.44207, 2.82366, -1.56829], [0.65326, 1.67313, -2.56915], [-1.97266, 2.00725, -0.98350], [2.25949, -0.25554, 3.37968], [-0.25081, 1.42494, -3.12143], [1.37558, 2.00732, -3.30214], [-0.52564, -0.54428, -2.30085], [1.35288, -1.53330, 4.15614], [0.01264, -0.40551, -0.59307], [3.82298, -1.98817, 4.23230], [0.99018, 2.57984, -0.67178], [-1.42858, 3.82030, -2.07976], [-1.70479, 1.13766, -0.21844], [3.89445, -1.88034, 2.46576], [0.92114, 3.70262, -1.97943], [0.85425, -1.42835, -1.69559], [0.97671, -4.37477, 2.40486], [3.03942, -3.21221, 3.22742], [-3.55183, 2.88298, -2.24090], [-0.70609, -3.96562, 2.76815], [-4.19937, 1.75276, -1.08043], [-1.02765, 3.82593, -0.39855], [0.57160, -3.36390, 3.80601]]}

---

3.
{"formula": "C30H39BrN6O4Tc", "method": "ωB97M-V/def2-TZVPD", "e_tot_ev": -121078.849, "multiplicity": 2, "homo_lumo_gap_ev": [6.223, 5.347], "relative_energy_kcal_mol": 0.0, "e_homo_ev": [-18.1575, -18.1178], "charge": 4, "species": ["Tc", "Br", "O", "O", "O", "O", "N", "N", "N", "N", "N", "N", "C", "C", "C", "C", "C", "C", "C", "C", "C", "C", "C", "C", "C", "C", "C", "C", "C", "C", "C", "C", "C", "C", "C", "C", "C", "C", "C", "C", "C", "C", "H", "H", "H", "H", "H", "H", "H", "H", "H", "H", "H", "H", "H", "H", "H", "H", "H", "H", "H", "H", "H", "H", "H", "H", "H", "H", "H", "H", "H", "H", "H", "H", "H", "H", "H", "H", "H", "H", "H"], "xyz": [[0.47934, 1.58236, 0.16768], [-0.96336, -1.54921, -6.34274], [-1.29340, 2.24296, 0.55079], [-3.35961, 1.97168, 1.32819], [1.57408, -0.36747, -0.97989], [-0.52310, 1.00803, -1.76850], [-5.75153, -2.48262, 3.36013], [3.63644, -2.75558, -3.85531], [-7.55767, -3.78657, 3.95752], [3.28599, -2.83169, -1.63487], [-0.47127, -0.11771, 1.17004], [-6.28265, -2.79198, 5.59298], [6.58372, -4.81264, -3.17286], [0.91655, 3.37220, 1.54799], [-2.29059, 1.51245, 1.08383], [1.01586, -1.86416, -4.34606], [5.73335, -4.09002, -3.95738], [0.52443, 6.30017, 0.76854], [-1.95648, 0.04000, 1.27880], [1.74912, 2.32346, 1.94555], [0.00671, 5.47195, -1.55630], [2.68790, 1.77926, 1.02544], [4.44154, -3.57302, -1.89113], [5.28724, -4.30006, -1.10689], [-0.14644, -1.20116, -4.70000], [4.62231, -3.46348, -3.30931], [-0.69454, -0.25510, -3.84408], [-1.46403, 1.97570, -2.34921], [-2.59334, -0.49191, 2.58165], [1.61398, -1.63885, -3.09547], [0.94395, 3.93680, 0.23299], [6.36494, -4.92091, -1.77839], [0.04911, 5.10313, -0.07928], [2.68891, 2.30888, -0.27828], [-6.53610, -3.01341, 4.30814], [1.82816, 3.35542, -0.68215], [-4.57192, -1.66149, 3.62735], [1.04853, -0.68963, -2.23727], [-3.77708, -1.43535, 2.34178], [-0.07518, 0.01796, -2.62732], [3.66372, 0.72775, 1.45445], [2.82857, -2.39404, -2.84073], [-0.14197, 7.14333, 0.59582], [-2.42367, 1.48922, -2.50715], [-3.44068, -2.39428, 1.93983], [1.47097, -2.57113, -5.02498], [-6.80787, -3.26558, 6.31139], [7.05949, -5.50922, -1.19123], [-2.96367, 0.36722, 3.14354], [0.17288, 3.74928, 2.23993], [-7.67886, -4.10499, 3.01049], [3.21859, 0.01236, 2.14507], [1.53241, 6.60293, 0.48181], [-1.57327, 2.76855, -1.62134], [1.87263, 3.72100, -1.69919], [-0.08337, -0.21414, 2.10556], [-0.95371, 4.82173, 0.26294], [0.51509, 6.08834, 1.83824], [-1.05281, 2.35151, -3.28355], [-0.26980, 4.63175, -2.19678], [-4.43808, -0.97476, 1.60097], [-8.23857, -4.09379, 4.63397], [5.86216, -3.98750, -5.02657], [4.49066, 1.21232, 1.98046], [0.96568, 5.86821, -1.89688], [-1.83184, -0.97269, 3.20281], [7.43616, -5.31723, -3.60583], [4.10019, 0.19950, 0.60607], [3.37060, 1.89742, -1.01425], [-6.13406, -2.45613, 2.42746], [-5.66604, -2.05626, 5.89082], [-1.58531, 0.27050, -4.15440], [-4.86932, -0.69187, 4.03990], [2.54221, -0.39070, -1.00783], [-0.24925, -0.98597, 0.68907], [2.73392, -2.90015, -0.79431], [5.16751, -4.42056, -0.03912], [-3.95122, -2.17547, 4.36528], [1.70589, 1.94958, 2.96105], [-2.39724, -0.45979, 0.41194], [-0.73262, 6.25536, -1.71145]]}

---

4.
{"formula": "C4H6O2", "method": "ωB97M-V/def2-TZVPD", "e_tot_ev": -8337.555, "homo_lumo_gap_ev": 9.630, "relative_energy_kcal_mol": 67.0, "e_homo_ev": -9.0642, "species": ["O", "O", "C", "C", "C", "C", "H", "H", "H", "H", "H", "H"], "xyz": [[-0.08041, -0.02051, 1.37273], [0.12423, 2.50499, 1.35773], [0.57866, -0.34702, 0.34168], [-0.77951, 1.20504, -0.53223], [-0.32799, 1.64689, 0.69789], [0.38726, -1.68036, -0.30161], [1.49942, 0.19571, 0.07630], [-1.44551, 0.35335, -0.56720], [-0.63579, -2.03404, -0.15124], [0.63200, -1.64892, -1.36688], [-0.95729, 1.99438, -1.25933], [1.07573, -2.38372, 0.18474]]}

---

Copy entry 4 word for word.
{"formula": "C4H6O2", "method": "ωB97M-V/def2-TZVPD", "e_tot_ev": -8337.555, "homo_lumo_gap_ev": 9.630, "relative_energy_kcal_mol": 67.0, "e_homo_ev": -9.0642, "species": ["O", "O", "C", "C", "C", "C", "H", "H", "H", "H", "H", "H"], "xyz": [[-0.08041, -0.02051, 1.37273], [0.12423, 2.50499, 1.35773], [0.57866, -0.34702, 0.34168], [-0.77951, 1.20504, -0.53223], [-0.32799, 1.64689, 0.69789], [0.38726, -1.68036, -0.30161], [1.49942, 0.19571, 0.07630], [-1.44551, 0.35335, -0.56720], [-0.63579, -2.03404, -0.15124], [0.63200, -1.64892, -1.36688], [-0.95729, 1.99438, -1.25933], [1.07573, -2.38372, 0.18474]]}